1.
The following is a quantum chemistry calculation of C26H24BrGeN3O3RuSe3Te as an isolated structure, from OMol25.

Calculated values
- LUMO (spin up / spin down) (eV) = -3.81 / -5.38
- relative energy (zero: lowest compared OMol25 entry of this formula, charge and spin) (kcal per mole) = 40.4
- multiplicity = 6
- total charge = +1
- frontier orbital gap (spin up / spin down) (hartree) = 0.2542 / 0.2034

The geometry in XYZ format:
```
63
Properties=species:S:1:pos:R:3:forces:R:3
Ru -0.405 -0.288 0.065 -0.8 -0.3 -1.1
Se 1.365 -1.160 1.897 0.4 -0.4 0.6
Se 2.287 -1.831 4.149 -0.1 0.1 0.1
Te 0.402 -1.868 5.610 0.1 0.0 0.0
Se -0.841 -1.351 2.253 0.0 0.2 0.1
C -3.939 2.271 -1.512 0.0 0.0 0.0
C -2.542 1.726 -1.452 0.0 0.0 0.0
O -2.256 0.913 -0.553 0.3 0.0 0.0
N -1.679 2.152 -2.380 -0.1 -0.1 0.1
C -0.332 1.625 -2.575 -0.1 0.0 -0.1
C -0.398 0.275 -3.239 -0.1 0.0 0.1
C 0.052 0.055 -4.527 0.0 0.0 -0.1
C -0.136 -1.200 -5.090 0.1 0.0 -0.1
C -0.791 -2.169 -4.354 0.0 -0.1 0.0
C -1.195 -1.864 -3.066 -0.1 0.2 0.2
N -0.990 -0.670 -2.498 0.2 -0.2 -0.3
H -4.218 2.634 -0.523 0.0 0.0 0.0
H -4.615 1.452 -1.765 0.0 0.0 0.0
H -4.054 3.069 -2.244 0.0 0.0 0.0
H -2.030 2.796 -3.069 0.0 0.0 0.0
H 0.169 1.564 -1.611 0.1 0.0 0.1
H 0.231 2.339 -3.169 0.0 0.1 0.0
H 0.542 0.849 -5.078 0.0 0.0 0.0
H 0.222 -1.412 -6.090 0.0 0.0 0.0
H -0.976 -3.155 -4.757 0.0 0.0 0.0
H -1.686 -2.605 -2.448 0.0 0.0 0.0
Ge -0.745 1.683 1.621 -0.2 0.4 0.3
C 0.080 1.779 3.372 0.1 -0.1 0.2
C 1.455 1.913 3.574 -0.1 0.1 0.0
C 1.973 2.057 4.855 0.0 0.0 0.0
C 1.118 2.065 5.952 0.0 0.0 0.0
C -0.252 1.927 5.767 0.0 0.0 -0.1
C -0.769 1.781 4.481 0.1 0.0 0.0
C -0.162 3.162 0.511 0.1 0.3 -0.1
C -1.090 4.149 0.172 0.2 0.0 0.0
C -0.688 5.287 -0.522 0.0 -0.1 0.0
C 0.643 5.442 -0.886 0.0 0.0 0.0
C 1.575 4.463 -0.560 0.0 0.0 0.0
C 1.175 3.330 0.136 -0.1 0.0 -0.1
H -2.248 1.869 1.893 0.0 -0.1 0.0
H 2.135 1.929 2.729 0.0 0.0 0.0
H 3.041 2.173 4.997 -0.1 0.0 0.0
H 1.522 2.186 6.951 0.0 0.0 0.0
H -0.921 1.942 6.620 0.0 0.0 0.0
H -1.842 1.688 4.347 0.0 0.0 0.0
H -2.131 4.040 0.465 0.0 0.0 0.0
H -1.412 6.055 -0.769 0.0 0.0 0.0
H 0.958 6.333 -1.416 0.0 0.0 0.0
H 2.614 4.587 -0.842 0.0 0.0 0.0
H 1.910 2.568 0.374 0.0 0.0 0.0
Br 4.659 -2.897 -5.051 0.1 0.0 -0.1
C 3.393 -3.470 -3.781 0.1 0.0 -0.1
C 3.029 -4.807 -3.721 -0.3 -0.3 0.3
N 2.125 -5.272 -2.852 0.1 0.4 0.0
C 1.553 -4.392 -2.025 0.1 -0.3 -0.2
C 1.863 -3.039 -2.027 -0.2 0.0 0.1
C 2.810 -2.568 -2.921 0.1 0.2 0.0
C 1.142 -2.079 -1.154 -0.2 0.1 0.3
O 0.109 -2.432 -0.505 0.5 0.0 -0.5
O 1.546 -0.877 -1.095 -0.3 0.2 0.1
H 3.479 -5.527 -4.396 0.0 0.0 0.0
H 0.815 -4.776 -1.333 0.0 0.0 0.0
H 3.067 -1.517 -2.940 0.0 0.0 0.0
```
Forces are in eV/Å.

Atomic partial charges in e from the natural (NBO) method, atoms 1 to 4:
1 Ru 0.7653
2 Se 0.1235
3 Se -0.0715
4 Te 0.2556



2.
The following is a quantum chemistry calculation of C26H24CrN5O3S2 as an isolated structure, from OMol25.

Calculated values
- LUMO (spin up / spin down) (eV) = 2.57 / 2.55
- relative energy (zero: lowest compared OMol25 entry of this formula, charge and spin) (kcal per mole) = 68.5
- multiplicity = 5
- total charge = -1
- frontier orbital gap (spin up / spin down) (hartree) = 0.1600 / 0.2454

The geometry in XYZ format:
```
61
Properties=species:S:1:pos:R:3:forces:R:3
Cr 0.152 -0.357 -0.452 2.8 0.6 2.3
N -3.033 -2.239 1.288 0.5 0.1 -0.1
C -2.125 -3.093 1.915 -0.4 -0.4 0.3
C -2.315 -4.154 2.780 0.0 0.0 0.0
C -1.176 -4.818 3.235 0.1 0.0 0.0
C 0.101 -4.421 2.828 -0.1 0.0 0.0
C 0.290 -3.353 1.957 0.1 -0.3 0.2
C -0.846 -2.694 1.506 0.3 0.3 -0.3
N -0.955 -1.626 0.657 -1.1 0.1 0.1
C -2.277 -1.361 0.529 0.1 -0.1 -0.6
C -2.728 -0.315 -0.284 -0.3 0.1 -0.2
C -4.030 0.144 -0.569 0.0 -0.2 0.2
S -3.959 1.479 -1.684 0.2 -0.1 0.0
C -2.227 1.341 -1.698 0.1 -0.1 0.1
N -1.736 0.413 -0.952 -1.0 -0.1 0.0
H -4.031 -2.257 1.369 0.0 0.0 0.0
H -3.306 -4.459 3.093 0.0 0.0 0.0
H -1.284 -5.654 3.915 0.0 0.0 0.0
H 0.964 -4.959 3.202 0.0 0.0 0.0
H 1.271 -3.030 1.632 -0.1 0.1 -0.1
H -4.947 -0.258 -0.175 -0.1 0.2 -0.1
H -1.578 1.980 -2.279 -0.1 0.1 -0.1
O 2.613 1.443 -0.222 2.8 -1.2 -3.6
C 2.120 1.531 -1.368 0.5 -0.4 0.0
O 1.123 0.879 -1.752 -0.6 0.5 -0.5
C 2.743 2.487 -2.356 0.0 0.1 -0.1
C 2.220 2.617 -3.638 -0.1 0.0 -0.1
C 2.788 3.494 -4.549 0.0 0.0 0.0
C 3.892 4.255 -4.185 0.0 0.0 0.0
C 4.422 4.131 -2.908 0.0 0.0 0.0
C 3.848 3.251 -2.001 0.1 0.0 0.1
H 1.359 2.020 -3.911 0.0 0.0 0.1
H 2.367 3.583 -5.543 0.0 0.0 0.0
H 4.338 4.941 -4.895 0.0 0.0 0.0
H 5.283 4.719 -2.614 0.0 0.0 0.0
H 4.256 3.148 -1.004 0.0 -0.1 0.0
C -0.877 -2.783 -3.818 0.0 0.0 -0.1
S -0.084 -1.982 -2.414 0.5 -0.6 -0.3
C 1.493 -2.841 -2.375 0.1 -0.4 -0.4
H -0.295 -2.626 -4.726 0.0 0.0 0.0
H -1.866 -2.346 -3.955 0.0 0.0 0.1
H -0.988 -3.851 -3.632 0.0 0.0 0.0
H 1.339 -3.910 -2.213 0.0 0.0 0.0
H 2.057 -2.418 -1.539 -0.3 0.2 0.1
H 2.035 -2.682 -3.310 -0.1 0.0 0.0
O 1.631 -1.133 -0.030 -0.8 -0.4 -0.6
N 1.097 2.739 2.526 -0.2 -0.1 0.1
C 1.268 2.027 1.374 -0.6 1.5 0.9
N 0.318 1.102 1.226 -0.3 0.9 0.7
C -0.524 1.273 2.363 0.2 -0.2 -0.2
C -1.684 0.627 2.793 0.1 0.1 0.0
C -2.286 1.019 3.976 0.0 0.0 -0.1
C -1.758 2.048 4.759 -0.1 0.0 0.1
C -0.610 2.705 4.368 0.0 0.0 0.0
C -0.022 2.298 3.177 0.0 -0.1 0.0
H 1.702 3.479 2.831 0.1 0.0 -0.1
H 2.192 2.261 0.586 -2.2 -0.1 2.3
H -2.110 -0.164 2.218 -0.1 -0.1 0.0
H -3.186 0.512 4.300 0.0 0.0 0.0
H -2.252 2.330 5.681 0.0 0.0 0.0
H -0.188 3.504 4.966 0.0 0.0 0.0
```
Forces are in eV/Å.

Atomic partial charges in e from the natural (NBO) method, atoms 1 to 4:
1 Cr 1.0551
2 N -0.5813
3 C 0.1696
4 C -0.2876



3.
The following is a quantum chemistry calculation of the molecule C26H24F6N4, from OMol25.

Calculated values
- LUMO (eV) = 0.56
- frontier orbital gap (hartree) = 0.3056

The geometry in XYZ format:
```
60
Properties=species:S:1:pos:R:3:forces:R:3
C -2.615 -2.485 -4.729 0.4 -0.4 0.2
N -2.023 -1.170 -4.679 -0.8 0.4 -1.4
C -1.956 -0.401 -5.913 -0.3 -0.2 0.6
C -0.598 -0.537 -6.536 1.7 -0.5 0.0
F -0.439 0.111 -7.720 -0.3 -0.4 0.9
F 0.363 -0.054 -5.674 -0.8 -0.5 -1.0
F -0.312 -1.863 -6.754 -0.1 1.1 0.0
C -1.487 -0.675 -3.527 0.5 0.5 1.9
C -1.379 0.724 -3.284 -0.1 -0.5 -0.4
C -0.979 1.182 -2.046 -0.6 -0.3 0.0
C -0.563 0.316 -1.035 0.5 -0.5 -1.4
C -0.479 0.888 0.339 0.7 -0.2 0.7
C 0.044 -0.028 1.478 0.8 -0.1 0.6
C 0.522 0.568 2.653 -0.5 0.7 0.5
C 0.912 -0.142 3.789 0.3 -0.7 -0.4
C 1.059 -1.547 3.714 -0.5 0.8 -1.5
N 1.539 -2.303 4.786 -0.3 -0.4 1.8
C 2.949 -2.562 4.980 0.1 -0.1 -0.6
C 0.627 -2.782 5.821 0.5 0.7 -0.9
C 0.064 -4.134 5.490 -0.3 -1.1 -0.8
F -0.475 -4.774 6.564 0.3 0.5 -0.8
F -0.920 -4.020 4.534 0.8 -0.4 0.9
F 1.037 -4.952 4.973 -0.9 0.4 0.5
C 0.712 -2.164 2.489 0.1 0.4 1.0
C 0.125 -1.424 1.461 0.1 -0.4 -0.2
N 0.381 2.107 0.254 0.0 0.0 -0.1
C 1.745 1.869 0.230 0.0 2.8 0.4
N 2.444 3.003 0.188 0.0 -1.8 0.1
C 1.527 4.038 0.106 -0.4 -1.1 0.0
C 1.796 5.409 0.098 -0.3 -0.1 -0.2
C 0.722 6.283 -0.086 0.9 -0.4 0.2
C -0.571 5.779 -0.243 0.0 -0.8 -0.1
C -0.850 4.396 -0.208 -0.1 0.0 0.3
C 0.203 3.499 0.038 0.8 0.4 0.5
C -0.259 -0.990 -1.459 -0.7 0.0 0.4
C -0.983 -1.546 -2.519 0.4 0.6 -1.1
H -3.187 -2.665 -3.806 0.1 0.0 -0.3
H -3.286 -2.532 -5.596 0.2 -0.1 0.3
H -1.846 -3.279 -4.814 -0.4 0.2 -0.1
H -2.698 -0.799 -6.606 0.0 0.3 -0.1
H -2.114 0.662 -5.733 -0.2 -0.1 -0.2
H -1.678 1.449 -4.042 0.2 -0.2 0.3
H -0.958 2.246 -1.851 -0.3 0.0 -0.1
H -1.515 1.061 0.674 0.3 0.8 -0.3
H 0.542 1.661 2.709 -0.1 -0.3 0.0
H 1.170 0.381 4.718 0.0 -0.2 -0.5
H 3.545 -1.704 4.628 -0.2 -0.2 0.2
H 3.142 -2.737 6.049 0.1 0.1 -0.4
H 3.255 -3.449 4.397 0.2 0.2 0.3
H 1.154 -2.863 6.773 -0.2 0.1 0.0
H -0.225 -2.099 5.877 0.0 0.0 0.4
H 0.907 -3.241 2.383 -0.4 0.5 0.0
H -0.235 -1.995 0.626 -0.1 0.0 0.0
H 2.102 0.844 0.350 0.2 0.6 -0.2
H 2.834 5.739 0.224 -0.5 0.0 -0.1
H 0.929 7.355 -0.122 -0.3 -0.3 0.0
H -1.357 6.502 -0.399 -0.3 -0.2 -0.1
H -1.858 4.025 -0.365 0.0 0.2 0.1
H 0.578 -1.548 -1.034 -0.9 -0.2 0.4
H -1.082 -2.638 -2.614 0.6 0.6 -0.3
```
Forces are in eV/Å.

Atomic partial charges in e from the natural (NBO) method, atoms 1 to 4:
1 C -0.3985
2 N -0.4301
3 C -0.2887
4 C 0.9654



4.
The following is a quantum chemistry calculation of C26H24FN6O7Zr as an isolated structure, from OMol25.

Calculated values
- LUMO (eV) = -3.32
- relative energy (zero: lowest compared OMol25 entry of this formula, charge and spin) (kcal per mole) = 9.3
- total charge = +1
- frontier orbital gap (hartree) = 0.3083

The geometry in XYZ format:
```
65
Properties=species:S:1:pos:R:3:forces:R:3
Zr 0.082 -0.660 0.753 0.3 0.0 -0.4
O -2.560 1.947 2.606 -0.2 0.0 0.1
C -1.734 1.430 1.911 0.2 -0.4 -0.2
O -1.470 0.133 1.808 -0.5 0.9 0.4
C -0.801 2.238 1.031 0.1 -0.4 -0.3
C -0.631 3.597 1.059 0.0 0.4 -0.1
C 0.364 4.143 0.250 0.0 0.1 0.0
C 1.179 3.327 -0.533 0.0 0.4 0.0
C 0.952 1.975 -0.493 -0.4 -0.3 0.2
N -0.038 1.472 0.247 0.1 0.7 0.0
C 1.809 0.900 -1.127 -0.4 -0.4 0.3
O 2.666 1.146 -1.916 0.3 -0.1 -0.2
O 1.472 -0.306 -0.643 0.5 0.9 -0.7
H -1.250 4.200 1.709 0.0 0.0 0.0
H 0.524 5.214 0.250 0.0 0.0 0.0
H 1.987 3.716 -1.138 0.0 0.0 0.0
C -3.248 -7.187 1.503 0.0 0.0 0.1
C -3.927 -6.335 0.453 0.1 0.2 0.0
C -5.421 -6.191 0.685 0.0 0.2 0.0
C -6.064 -5.532 -0.526 0.1 0.1 0.0
C -5.309 -4.288 -0.936 -0.1 -0.2 0.1
C -5.902 -3.356 -1.749 -0.2 0.0 -0.1
C -5.248 -2.169 -2.080 -0.2 0.0 -0.1
F -5.880 -1.307 -2.883 0.0 0.0 0.0
C -4.023 -1.861 -1.588 0.2 0.1 0.0
C -3.391 -2.799 -0.756 0.0 0.2 -0.2
C -2.114 -2.492 -0.192 0.2 0.2 0.1
O -1.510 -1.381 -0.454 -0.2 -0.6 0.2
C -1.568 -3.432 0.705 0.2 -0.1 0.0
C -2.181 -4.634 0.917 -0.1 -0.1 0.0
N -3.339 -4.958 0.339 -0.2 0.0 -0.1
C -4.008 -4.020 -0.455 0.1 -0.4 0.2
C -0.299 -2.916 1.322 0.0 -0.7 -0.1
O -0.355 -2.258 2.394 -0.2 -0.2 -0.1
O 0.686 -2.743 0.534 -0.4 -0.5 0.1
H -3.754 -8.152 1.520 0.0 0.0 0.0
H -3.337 -6.747 2.502 0.0 0.0 -0.1
H -2.196 -7.380 1.284 -0.1 0.0 0.0
H -3.780 -6.798 -0.526 0.1 0.0 -0.1
H -5.584 -5.592 1.588 0.0 -0.1 0.0
H -5.852 -7.175 0.858 0.0 0.0 0.0
H -7.099 -5.264 -0.315 0.0 0.0 0.0
H -6.088 -6.238 -1.361 0.0 0.0 0.0
H -6.904 -3.522 -2.127 0.0 0.0 0.0
H -3.540 -0.921 -1.815 0.0 -0.1 0.0
H -1.733 -5.377 1.559 0.0 0.0 0.0
C -0.749 -1.784 5.859 0.0 0.0 -0.1
C 0.728 -1.857 6.251 -0.2 -0.1 0.0
C 1.383 -3.144 5.749 0.0 0.0 0.0
C 1.460 -0.597 5.819 0.1 0.0 -0.4
N 1.611 -0.492 4.344 0.0 0.5 0.7
C 2.356 -1.208 3.490 0.1 0.0 0.1
N 2.183 -0.724 2.292 -0.1 0.3 -0.2
N 1.315 0.306 2.439 0.4 -0.3 1.2
N 0.964 0.452 3.682 0.3 -0.4 -0.6
H -1.283 -2.659 6.235 0.0 0.0 0.0
H -0.869 -1.757 4.770 0.0 0.0 0.1
H -1.232 -0.896 6.275 0.1 -0.1 0.0
H 0.806 -1.840 7.340 0.0 0.0 0.1
H 1.210 -3.280 4.675 0.0 0.0 0.1
H 0.942 -4.005 6.253 0.0 0.0 0.0
H 2.461 -3.171 5.943 -0.1 0.0 0.0
H 2.452 -0.524 6.256 0.1 -0.1 -0.1
H 0.890 0.281 6.106 0.0 0.1 0.0
H 2.986 -2.040 3.760 -0.1 0.1 0.0
```
Forces are in eV/Å.

Atomic partial charges in e from the natural (NBO) method, atoms 1 to 4:
1 Zr 2.2597
2 O -0.5410
3 C 0.7663
4 O -0.7998